(1)
Computed, not measured: a single C5H8N2O molecule in a non-equilibrium geometry, with wB97M-V/def2-TZVPD.

Structure (ORCA input):
```
! wB97M-V def2-TZVPD RIJCOSX def2/J DEFGRID3
* xyz 0 1
C -0.002 0.031 2.127
C -1.139 0.550 -2.393
C 0.487 -0.063 0.693
C -0.539 0.214 -1.089
N 1.893 -0.286 0.532
N -0.038 0.987 -0.183
C -0.342 -1.066 -0.365
O -0.839 -2.150 -0.335
H 2.309 -0.823 1.286
H 2.420 0.577 0.458
H 0.535 0.822 2.652
H -1.068 0.245 2.151
H 0.176 -0.913 2.640
H -2.075 0.007 -2.522
H -0.464 0.247 -3.195
H -1.314 1.621 -2.457
*
```


(2)
Computed, not measured: a molecular structure, C2H3CsO2 in a non-equilibrium geometry, with wB97M-V/def2-TZVPD.

Structure (ORCA input):
```
! wB97M-V def2-TZVPD RIJCOSX def2/J DEFGRID3
* xyz 0 1
C 0.660 -0.474 -0.018
C 0.339 0.343 1.018
O -0.679 1.158 1.081
O -0.238 -0.584 -1.091
H 1.114 0.390 1.810
H 0.181 -1.015 -1.838
Cs -2.667 1.533 -1.168
H 1.288 -1.352 0.207
*
```


Asked for energy above the lowest of the compared OMol25 structures with the same formula, charge and spin across the records above, the calculation gives 39.4, 35.5 kcal per mole in order.
Asked for frontier orbital gap across the records above, the calculation gives 0.33743, 0.18287 Ha in order.